1.
{
  "formula": "C18H22F2O2",
  "method": "the ωB97M-V functional and the def2-TZVPD basis",
  "charge": 0,
  "gap_ev": 8.6,
  "relative_energy_ev": 11.828,
  "symbols": ["F", "C", "C", "C", "C", "C", "C", "H", "H", "H", "H", "H", "F", "C", "C", "C", "C", "C", "C", "H", "H", "H", "H", "H", "C", "C", "O", "C", "H", "H", "H", "H", "H", "H", "C", "C", "O", "C", "H", "H", "H", "H", "H", "H"],
  "positions_angstrom": [[4.267, 0.889, 0.507], [3.728, -0.336, 0.928], [4.434, -1.525, 0.777], [3.862, -2.715, 1.061], [2.613, -2.700, 1.604], [1.917, -1.535, 1.844], [2.476, -0.373, 1.553], [5.407, -1.516, 0.308], [4.386, -3.622, 0.798], [2.138, -3.653, 1.786], [0.922, -1.625, 2.254], [1.945, 0.464, 1.983], [-3.093, 0.856, -0.422], [-1.969, 0.081, -0.551], [-1.131, -0.149, 0.542], [0.079, -0.744, 0.419], [0.494, -1.107, -0.874], [-0.390, -0.985, -1.980], [-1.624, -0.308, -1.829], [-1.517, 0.237, 1.474], [0.580, -0.866, 1.368], [1.510, -1.445, -1.011], [-0.133, -1.382, -2.952], [-2.292, -0.155, -2.664], [-3.594, 1.931, -3.023], [-2.484, 2.205, -4.032], [-2.167, 3.354, -4.491], [-2.005, 0.934, -4.814], [-3.456, 0.945, -2.580], [-4.636, 1.921, -3.343], [-3.374, 2.637, -2.222], [-2.785, 0.699, -5.537], [-1.875, 0.138, -4.080], [-1.037, 1.036, -5.305], [-0.351, 0.358, 4.454], [0.210, 0.423, 3.057], [0.644, -0.544, 2.507], [-0.041, 1.625, 2.212], [0.041, 1.198, 5.029], [0.017, -0.594, 4.836], [-1.439, 0.302, 4.466], [-0.528, 1.333, 1.282], [0.938, 1.999, 1.912], [-0.688, 2.316, 2.753]],
  "forces_ev_per_angstrom": [[-0.6, -1.7, 0.7], [0.0, 0.5, 0.5], [1.3, 2.2, -1.6], [0.1, -0.9, 0.2], [-0.1, -1.3, -0.3], [7.0, -10.4, -2.3], [4.1, 3.4, -0.9], [0.1, 0.3, -0.1], [0.1, -0.2, 0.2], [-0.2, -0.1, 0.1], [3.7, -6.8, -0.5], [1.9, 0.8, -1.7], [0.4, -0.6, 0.7], [0.5, 0.5, -0.5], [-3.4, -0.1, -1.0], [-1.4, -1.1, -4.8], [-1.0, 0.2, -0.5], [0.1, 0.7, 1.2], [0.9, -1.3, 0.6], [-0.6, -1.1, -0.1], [-1.6, 0.3, -5.2], [0.0, -0.4, -0.1], [0.2, 0.1, -0.1], [0.3, -0.4, 0.7], [1.3, 0.1, 0.7], [0.0, 2.5, -4.3], [-1.1, -4.1, 2.6], [0.4, 0.8, 1.3], [-0.2, 0.5, -0.3], [0.2, 0.7, -0.5], [-0.7, 0.1, 0.1], [0.0, -0.1, 0.0], [-0.2, -0.1, -0.9], [-0.2, 0.4, -0.1], [1.0, -0.7, -0.3], [-3.6, 2.8, 1.3], [-10.6, 10.3, 12.8], [1.0, 1.3, 0.8], [-0.3, 0.0, 0.2], [0.0, 0.1, 0.5], [0.0, 0.4, -0.2], [0.9, 1.0, 0.7], [-0.1, 0.9, 0.1], [0.5, 0.4, -0.1]]
}


2.
{
  "formula": "C18H22F6N4O6S2SiW",
  "method": "the ωB97M-V functional and the def2-TZVPD basis",
  "charge": 2,
  "spin_multiplicity": 3,
  "gap_ev": [4.5, 4.1],
  "symbols": ["W", "F", "C", "F", "F", "S", "O", "O", "N", "S", "O", "O", "C", "F", "F", "F", "C", "Si", "C", "C", "O", "H", "H", "H", "H", "H", "H", "H", "H", "H", "C", "C", "C", "C", "C", "N", "C", "O", "N", "C", "C", "C", "C", "N", "C", "C", "C", "H", "H", "H", "H", "H", "H", "H", "H", "H", "H", "H", "H", "H"],
  "positions_angstrom": [[1.556, -0.897, -0.075], [0.096, -2.520, -1.980], [-1.136, -2.869, -1.579], [-1.194, -4.164, -1.394], [-2.012, -2.464, -2.461], [-1.537, -1.994, 0.054], [-0.480, -0.850, 0.003], [-2.875, -1.578, 0.011], [-1.142, -2.924, 1.247], [0.340, -2.832, 1.743], [1.281, -2.935, 0.547], [0.708, -1.645, 2.474], [0.547, -4.363, 2.814], [0.462, -5.421, 2.049], [-0.394, -4.333, 3.718], [1.742, -4.250, 3.350], [6.084, -0.030, -0.084], [4.791, -0.338, 1.193], [5.049, -1.778, 2.302], [4.067, 1.146, 2.001], [3.299, -0.902, 0.158], [7.060, -0.086, 0.405], [6.001, 0.960, -0.534], [6.091, -0.783, -0.874], [5.825, -1.527, 3.029], [5.371, -2.674, 1.771], [4.145, -2.012, 2.870], [4.790, 1.559, 2.710], [3.169, 0.914, 2.583], [3.828, 1.939, 1.290], [-6.491, 0.375, 1.994], [-5.421, 0.923, 1.097], [-5.510, 0.792, -0.285], [-4.533, 1.283, -1.141], [-3.434, 1.928, -0.587], [-2.368, 2.462, -1.372], [-2.236, 2.397, -2.723], [-3.016, 1.968, -3.529], [-0.945, 2.878, -3.154], [0.241, 2.311, -2.762], [1.436, 2.677, -3.393], [2.633, 2.126, -2.992], [2.662, 1.206, -1.963], [1.515, 0.810, -1.367], [0.333, 1.349, -1.745], [-3.319, 2.078, 0.793], [-4.307, 1.580, 1.622], [-7.440, 0.297, 1.467], [-6.644, 1.016, 2.862], [-6.229, -0.621, 2.358], [-6.378, 0.311, -0.718], [-4.652, 1.201, -2.207], [-1.763, 3.117, -0.901], [-0.977, 3.236, -4.099], [1.416, 3.403, -4.195], [3.560, 2.413, -3.465], [3.590, 0.769, -1.625], [-0.554, 1.027, -1.223], [-2.478, 2.611, 1.220], [-4.220, 1.727, 2.691]],
  "forces_ev_per_angstrom": [[0.9, -0.7, -0.6], [0.1, 0.0, 0.0], [-0.4, -0.2, 0.0], [0.0, 0.0, 0.0], [0.1, 0.0, 0.1], [0.5, 0.5, 0.0], [-0.2, -0.4, -0.2], [-0.1, 0.1, 0.1], [0.0, -0.1, -0.1], [0.2, 0.2, 0.0], [-0.3, 0.5, 0.2], [-0.1, -0.1, 0.2], [0.1, -0.1, -0.1], [0.0, 0.0, 0.0], [0.0, 0.0, 0.0], [0.0, 0.0, 0.0], [0.0, 0.0, 0.0], [-0.1, -0.4, -0.3], [-0.1, -0.1, 0.0], [-0.2, 0.2, 0.1], [-0.5, 0.6, 0.6], [0.0, 0.0, 0.0], [0.0, 0.0, 0.0], [0.0, 0.0, 0.0], [0.0, 0.0, 0.0], [0.0, 0.0, 0.0], [0.0, 0.0, 0.0], [0.1, 0.0, 0.0], [0.0, -0.1, 0.0], [0.0, 0.0, 0.0], [-0.1, 0.0, 0.1], [0.1, 0.0, 0.0], [0.0, 0.0, 0.0], [0.0, 0.1, 0.3], [0.1, 0.0, -0.1], [-0.1, 0.1, -0.2], [0.2, -0.1, 0.1], [0.0, 0.1, 0.0], [-0.1, -0.1, 0.2], [0.0, -0.1, 0.1], [0.0, 0.0, -0.1], [0.1, 0.0, 0.2], [0.0, 0.0, -0.2], [-0.2, -0.1, 0.2], [0.0, 0.3, -0.2], [-0.2, -0.1, -0.1], [0.0, 0.0, -0.1], [0.0, 0.0, 0.0], [0.0, 0.0, 0.0], [0.0, 0.0, 0.0], [0.0, 0.0, 0.0], [0.0, 0.0, -0.1], [0.0, 0.0, 0.0], [0.0, 0.0, 0.0], [0.0, 0.0, 0.0], [0.0, 0.0, 0.0], [-0.1, 0.0, 0.0], [0.1, -0.1, 0.0], [0.1, 0.0, 0.0], [0.0, 0.0, 0.0]]
}


3.
{
  "formula": "C18H22N2O3S2",
  "method": "the ωB97M-V functional and the def2-TZVPD basis",
  "charge": 0,
  "gap_ev": 9.6,
  "relative_energy_ev": 0.337,
  "smiles": "O=C(NCCc1ccccc1)[C@H]1CCCN(S(=O)(=O)c2cccs2)C1",
  "symbols": ["O", "C", "N", "C", "C", "C", "C", "C", "C", "C", "C", "C", "C", "C", "C", "N", "S", "O", "O", "C", "C", "C", "C", "S", "C", "H", "H", "H", "H", "H", "H", "H", "H", "H", "H", "H", "H", "H", "H", "H", "H", "H", "H", "H", "H", "H", "H"],
  "positions_angstrom": [[-0.202, -3.228, -1.351], [-0.920, -2.330, -0.965], [-1.835, -1.722, -1.752], [-1.859, -1.914, -3.184], [-1.620, -0.589, -3.921], [-0.448, 0.148, -3.331], [-0.642, 1.309, -2.596], [0.429, 1.966, -2.015], [1.710, 1.460, -2.155], [1.913, 0.301, -2.886], [0.842, -0.349, -3.472], [-0.847, -1.759, 0.443], [-0.605, -2.834, 1.504], [-0.435, -2.177, 2.872], [0.673, -1.124, 2.833], [0.476, -0.165, 1.764], [-0.615, 1.060, 2.091], [-1.314, 1.409, 0.887], [-1.380, 0.792, 3.274], [0.513, 2.366, 2.483], [0.740, 2.939, 3.696], [1.754, 3.920, 3.644], [2.274, 4.059, 2.396], [1.533, 3.001, 1.258], [0.331, -0.775, 0.463], [-2.329, -0.920, -1.391], [-2.821, -2.343, -3.488], [-1.068, -2.634, -3.406], [-2.515, 0.033, -3.846], [-1.443, -0.805, -4.977], [-1.638, 1.708, -2.469], [0.258, 2.866, -1.444], [2.545, 1.968, -1.695], [2.910, -0.098, -3.001], [1.007, -1.253, -4.040], [-1.758, -1.200, 0.682], [-1.444, -3.532, 1.524], [0.291, -3.395, 1.232], [-0.193, -2.928, 3.626], [-1.364, -1.683, 3.162], [0.698, -0.561, 3.767], [1.648, -1.596, 2.673], [0.188, 2.664, 4.575], [2.077, 4.490, 4.496], [3.048, 4.727, 2.074], [0.176, 0.029, -0.257], [1.259, -1.300, 0.218]],
  "forces_ev_per_angstrom": [[0.3, -0.2, -0.1], [-0.3, 0.2, 0.6], [-0.4, 0.2, -0.3], [-0.1, -0.1, -0.2], [0.1, -0.2, 0.2], [-0.1, 0.1, -0.1], [0.0, 0.0, -0.1], [0.1, 0.1, 0.0], [0.0, 0.1, 0.0], [0.1, -0.1, 0.0], [0.0, 0.0, 0.0], [0.4, -0.3, -0.1], [-0.2, 0.1, 0.0], [0.1, 0.0, -0.1], [-0.1, -0.2, 0.7], [-0.7, 0.7, 0.1], [0.6, 0.4, 0.4], [0.3, -0.1, -0.2], [0.2, -0.1, 0.1], [-0.2, -0.2, -0.3], [-0.3, -0.3, -0.1], [0.1, 0.1, -0.1], [-0.2, -0.3, -0.2], [0.2, 0.3, 0.3], [-0.3, 0.1, -0.6], [0.1, -0.1, 0.1], [0.2, 0.0, 0.0], [-0.1, 0.1, 0.0], [0.0, 0.0, -0.1], [-0.1, 0.0, 0.0], [-0.1, 0.0, 0.0], [0.0, 0.1, 0.1], [0.1, 0.0, 0.0], [0.1, 0.0, 0.0], [0.0, -0.1, -0.1], [0.0, 0.0, -0.1], [0.1, -0.1, 0.0], [0.0, -0.1, 0.0], [0.0, 0.0, 0.0], [0.0, -0.1, 0.1], [0.2, -0.2, 0.1], [0.0, 0.1, 0.0], [-0.1, -0.1, 0.2], [0.1, 0.1, 0.1], [0.2, 0.2, -0.1], [0.1, -0.2, -0.1], [0.0, 0.0, 0.0]]
}


no.,F_max (eV/A)
1,19.59
2,1.28
3,1.02